No. 1
Density functional theory data (the ωB97M-V functional and the def2-TZVPD basis) for a structure of composition C44H35AsF6N3O4TeV.

Last column: Mulliken charge in e.
Cartesian coordinates (Å):
V  0.45  0.04  1.43  -0.33
C  3.09  -5.44  -1.42  -1.73
C  2.20  -4.32  -0.95  0.52
C  0.85  -4.27  -1.29  -0.41
C  0.01  -3.24  -0.87  1.10
C  -1.44  -3.26  -1.30  -0.29
O  -1.70  -3.46  -2.47  -0.72
C  -2.49  -3.03  -0.28  0.28
C  -3.77  -2.66  -0.71  -0.50
C  -4.78  -2.45  0.22  -0.71
C  -4.53  -2.63  1.57  -0.51
C  -3.27  -3.03  2.00  -0.60
C  -2.25  -3.22  1.08  -0.04
C  0.55  -2.20  -0.15  0.54
O  -0.19  -1.09  0.22  -0.24
C  1.88  -2.25  0.25  -0.15
C  2.70  -3.29  -0.15  -0.25
C  2.31  -1.07  1.09  0.87
N  2.10  0.16  0.56  -0.13
C  2.43  0.45  -0.84  -0.88
C  1.30  1.18  -1.58  0.19
Te  1.71  1.40  -3.63  0.78
C  1.66  -0.63  -4.03  0.32
C  2.71  -1.20  -4.75  -0.67
C  2.67  -2.57  -5.00  -0.64
C  1.59  -3.33  -4.56  -0.71
C  0.54  -2.74  -3.86  -0.79
C  0.57  -1.38  -3.58  -0.26
C  2.98  -1.24  2.40  0.70
C  2.94  -2.46  3.06  -0.42
C  3.51  -2.59  4.32  -0.96
C  4.12  -1.50  4.91  -0.53
C  4.19  -0.28  4.24  -0.80
C  3.61  -0.15  2.99  -0.48
H  2.52  -6.22  -1.92  0.40
H  3.62  -5.90  -0.58  0.44
H  3.85  -5.07  -2.11  0.33
H  0.42  -5.07  -1.88  0.40
H  -3.94  -2.52  -1.77  0.49
H  -5.77  -2.16  -0.12  0.43
H  -5.31  -2.47  2.30  0.44
H  -3.08  -3.18  3.06  0.46
H  -1.27  -3.54  1.42  0.39
H  3.74  -3.30  0.16  0.57
H  2.67  -0.48  -1.34  0.52
H  3.33  1.07  -0.84  0.48
H  1.15  2.19  -1.22  -0.02
H  0.35  0.63  -1.51  -0.47
H  3.54  -0.60  -5.10  0.38
H  3.48  -3.03  -5.55  0.43
H  1.57  -4.39  -4.77  0.47
H  -0.30  -3.33  -3.51  1.00
H  -0.24  -0.93  -3.02  0.63
H  2.44  -3.31  2.61  0.45
H  3.45  -3.53  4.85  0.43
H  4.55  -1.59  5.90  0.43
H  4.68  0.57  4.70  0.44
H  3.64  0.80  2.47  0.42
O  1.84  2.92  1.73  -0.64
C  0.76  2.93  1.19  -0.50
N  0.05  4.02  0.78  0.01
C  -1.22  3.68  0.12  4.15
C  -1.20  2.14  0.27  -1.92
O  -2.04  1.39  -0.15  -0.52
N  0.02  1.78  0.84  1.61
C  -2.40  4.31  0.83  -0.29
C  -2.79  5.61  0.52  -0.29
C  -3.78  6.25  1.25  -0.89
C  -4.40  5.58  2.30  -0.45
C  -4.03  4.29  2.61  -1.04
C  -3.03  3.65  1.89  -0.38
C  -1.17  3.95  -1.39  -0.49
C  -0.02  4.41  -2.02  -0.39
C  0.01  4.58  -3.41  -0.99
C  -1.11  4.30  -4.17  -0.40
C  -2.27  3.85  -3.54  -0.95
C  -2.30  3.68  -2.16  -0.20
H  0.27  4.95  1.09  0.30
H  -2.31  6.13  -0.31  0.43
H  -4.07  7.26  1.00  0.40
H  -5.18  6.08  2.87  0.40
H  -4.51  3.76  3.43  0.45
H  -2.74  2.64  2.14  0.55
H  0.85  4.66  -1.42  0.42
H  0.91  4.97  -3.88  0.52
H  -1.10  4.45  -5.24  0.46
H  -3.16  3.65  -4.12  0.44
H  -3.20  3.31  -1.68  0.53
F  0.09  -1.57  2.98  -0.54
As  -0.63  -0.31  4.03  2.22
F  -1.30  1.03  4.79  -0.49
F  0.66  0.78  3.33  -0.62
F  -1.50  0.08  2.53  -0.48
F  0.45  -0.70  5.26  -0.45
F  -1.82  -1.37  4.55  -0.46

As for the spin multiplicity: 2. As for the gap between HOMO and LUMO (spin up / spin down): 7.18 / 4.52 eV. The expectation value of S² is 0.76. The value obtained for the energy relative to the best compared isomer or geometry (same formula, charge and spin) is 23.28 kcal/mol. Its charge is +1.



No. 2
Density functional theory data (the ωB97M-V functional and the def2-TZVPD basis) for a structure of composition C44H35ClF10N4O3PV.

Last column: Mulliken charge in e.
Cartesian coordinates (Å):
V  0.38  -1.57  -0.78  0.55
C  3.80  -2.61  -2.08  -1.43
N  2.40  -3.02  -1.94  0.97
C  1.85  -3.15  -3.30  -1.33
C  0.36  -2.89  -3.43  -0.76
N  0.09  -1.65  -2.72  -0.31
C  -0.93  -0.84  -3.17  -0.23
C  -2.08  -1.21  -3.85  1.04
F  -2.32  -2.51  -4.13  -0.39
C  -3.07  -0.31  -4.22  0.21
F  -4.17  -0.76  -4.85  -0.36
C  -2.94  1.03  -3.96  0.66
F  -3.88  1.90  -4.34  -0.45
C  -1.78  1.46  -3.33  0.18
F  -1.59  2.78  -3.14  -0.52
C  -0.82  0.56  -2.96  0.10
F  0.31  1.05  -2.42  -0.48
C  2.33  -4.26  -1.17  -1.31
C  0.92  -4.62  -0.77  -0.83
N  0.33  -3.48  -0.10  -0.23
C  -0.89  -3.68  0.52  0.21
C  -1.89  -4.60  0.20  0.76
F  -1.75  -5.42  -0.86  -0.37
C  -3.10  -4.68  0.88  0.12
F  -4.02  -5.56  0.48  -0.35
C  -3.36  -3.86  1.95  0.73
F  -4.53  -3.93  2.60  -0.35
C  -2.38  -2.98  2.36  0.00
F  -2.58  -2.21  3.44  -0.40
C  -1.18  -2.92  1.68  -0.25
F  -0.23  -2.11  2.18  -0.41
H  4.34  -3.26  -2.79  0.34
H  4.32  -2.67  -1.13  0.53
H  3.85  -1.58  -2.43  0.31
H  2.12  -4.13  -3.73  0.28
H  2.33  -2.38  -3.91  0.52
H  -0.24  -3.73  -3.06  0.17
H  0.14  -2.80  -4.49  0.59
H  2.92  -4.12  -0.26  0.41
H  2.78  -5.10  -1.73  0.39
H  0.98  -5.48  -0.08  0.65
H  0.37  -4.98  -1.64  0.24
N  3.48  -1.26  0.90  0.23
C  3.79  -0.82  2.17  0.34
C  4.81  -1.44  2.91  -0.63
C  5.16  -0.96  4.15  -0.60
C  4.51  0.15  4.70  -0.82
C  3.50  0.76  3.98  -0.39
C  3.12  0.29  2.72  -0.29
P  1.70  0.86  1.74  1.14
C  0.73  1.86  2.93  0.20
C  0.51  3.23  2.83  -0.54
C  -0.35  3.88  3.71  -0.48
C  -1.00  3.17  4.71  -0.56
C  -0.79  1.80  4.82  -0.62
C  0.06  1.15  3.94  -0.45
C  2.41  2.12  0.62  0.40
C  3.76  2.50  0.63  -0.70
C  4.24  3.38  -0.33  -0.67
C  3.40  3.89  -1.30  -0.76
C  2.06  3.52  -1.32  -0.57
C  1.57  2.63  -0.37  0.02
H  2.54  -1.07  0.54  -0.97
H  3.77  -2.20  0.68  0.28
H  5.32  -2.30  2.49  0.44
H  5.94  -1.46  4.71  0.37
H  4.79  0.52  5.68  0.42
H  2.98  1.61  4.40  0.44
H  1.02  3.80  2.06  0.44
H  -0.50  4.95  3.61  0.41
H  -1.67  3.68  5.39  0.37
H  -1.30  1.23  5.59  0.41
H  0.21  0.08  4.02  0.41
H  4.42  2.09  1.38  0.40
H  5.29  3.66  -0.32  0.40
H  3.78  4.57  -2.06  0.37
H  1.39  3.89  -2.09  0.53
H  0.54  2.31  -0.41  0.18
C  -5.46  1.59  -1.55  -1.49
C  -4.48  2.70  -1.28  0.97
C  -4.45  3.84  -2.06  -0.60
C  -3.52  4.85  -1.80  0.25
Cl  -3.49  6.27  -2.81  -0.28
C  -2.62  4.72  -0.77  -0.84
C  -2.64  3.58  0.02  -0.44
C  -3.57  2.58  -0.23  0.42
O  -3.70  1.46  0.54  -0.50
C  -2.53  0.89  1.08  0.65
C  -1.94  -0.13  0.11  0.60
O  -2.68  -0.87  -0.52  -0.69
O  -0.64  -0.13  0.08  1.20
H  -5.96  1.74  -2.50  0.40
H  -6.21  1.53  -0.76  0.43
H  -4.94  0.62  -1.55  0.12
H  -5.12  3.94  -2.90  0.35
H  -1.89  5.50  -0.58  0.44
H  -1.93  3.49  0.83  0.42
H  -2.81  0.36  1.98  0.06
H  -1.77  1.63  1.34  -0.88

As for the spin multiplicity: 2. As for the gap between HOMO and LUMO (spin up / spin down): 6.22 / 5.63 eV. The expectation value of S² is 1.04. The value obtained for the energy relative to the best compared isomer or geometry (same formula, charge and spin) is 32.52 kcal/mol. Its charge is -1.



No. 3
Density functional theory data (the ωB97M-V functional and the def2-TZVPD basis) for a structure of composition C44H35F9N3O2PTe4Ti.

Last column: Mulliken charge in e.
Cartesian coordinates (Å):
Ti  0.92  1.18  -0.48  -0.64
O  1.39  2.37  -1.89  0.66
C  1.67  3.69  -1.86  0.56
C  2.15  4.30  -3.01  -0.90
C  2.40  5.67  -3.04  -0.60
C  2.16  6.43  -1.91  -0.68
C  1.68  5.82  -0.76  -1.00
C  1.40  4.46  -0.69  1.26
C  0.71  3.90  0.50  -2.17
N  0.98  2.54  0.85  1.12
N  1.85  2.25  1.89  -1.09
C  2.16  0.99  1.91  0.53
O  1.72  0.12  1.00  0.14
C  3.06  0.48  2.96  0.05
C  3.31  1.19  4.13  -0.54
C  4.18  0.70  5.08  -0.63
C  4.84  -0.51  4.87  -0.41
C  4.60  -1.23  3.71  -0.82
C  3.71  -0.74  2.76  -0.09
H  2.32  3.68  -3.88  0.40
H  2.75  6.13  -3.95  0.40
H  2.35  7.50  -1.92  0.35
H  1.49  6.42  0.13  0.36
H  0.67  4.57  1.36  0.73
H  2.80  2.14  4.27  0.46
H  4.36  1.26  5.98  0.38
H  5.52  -0.89  5.62  0.38
H  5.12  -2.16  3.53  0.43
H  3.52  -1.29  1.84  0.42
Te  -1.59  1.30  -1.11  0.12
Te  -4.43  2.73  -1.18  -0.53
Te  -6.88  4.13  -1.07  -0.83
Te  -1.54  3.89  -0.35  0.01
F  6.58  -3.34  -1.37  -0.29
C  5.95  -2.74  -0.34  0.83
F  5.99  -3.61  0.69  -0.28
F  6.71  -1.69  0.01  -0.28
C  4.55  -2.34  -0.69  0.26
C  3.52  -3.25  -0.52  -0.83
C  2.22  -2.88  -0.82  -0.57
C  1.93  -1.60  -1.28  0.09
C  3.00  -0.70  -1.49  -0.18
C  4.29  -1.07  -1.19  -0.92
P  0.21  -0.92  -1.55  1.63
C  -0.95  -2.14  -0.90  0.27
C  -0.83  -2.50  0.44  -0.38
C  -1.83  -3.21  1.07  -0.89
C  -2.99  -3.53  0.35  0.32
C  -3.13  -3.14  -0.97  -0.98
C  -2.11  -2.44  -1.60  -0.95
C  -4.07  -4.30  1.06  0.70
F  -4.64  -3.59  2.04  -0.21
F  -5.05  -4.68  0.23  -0.31
F  -3.58  -5.42  1.63  -0.29
C  0.16  -1.10  -3.37  0.75
C  0.33  -2.35  -3.95  -0.18
C  0.66  -2.47  -5.28  -1.24
C  0.85  -1.32  -6.05  0.32
C  0.70  -0.07  -5.48  -1.06
C  0.36  0.04  -4.13  -0.29
C  1.27  -1.45  -7.48  0.90
F  0.84  -0.42  -8.23  -0.27
F  2.61  -1.48  -7.60  -0.27
F  0.81  -2.58  -8.05  -0.28
H  3.73  -4.24  -0.13  0.45
H  1.41  -3.59  -0.67  0.40
H  2.83  0.29  -1.91  0.33
H  5.10  -0.36  -1.32  0.47
H  0.05  -2.19  1.01  0.33
H  -1.74  -3.48  2.11  0.33
H  -4.05  -3.35  -1.50  0.43
H  -2.24  -2.12  -2.62  0.39
H  0.19  -3.25  -3.35  0.42
H  0.79  -3.45  -5.73  0.41
H  0.84  0.82  -6.07  0.45
H  0.25  1.02  -3.68  0.16
C  -5.37  -0.02  1.51  -0.89
N  -5.31  1.38  1.98  0.90
C  -6.65  1.99  2.03  -0.89
C  -4.58  1.57  3.28  -1.06
C  -3.35  0.71  3.34  0.65
C  -3.16  -0.21  4.37  -0.56
C  -1.97  -0.91  4.45  -1.01
C  -1.02  -0.72  3.45  -0.86
C  -1.29  0.16  2.40  0.66
C  -2.43  0.95  2.31  -0.73
H  -5.44  -0.70  2.36  0.40
H  -4.46  -0.22  0.94  0.10
H  -6.21  -0.11  0.83  0.43
H  -4.76  1.89  1.23  -0.25
H  -7.29  1.36  2.65  0.41
H  -7.04  2.10  1.02  0.17
H  -6.57  2.99  2.47  0.31
H  -5.29  1.35  4.09  0.25
H  -4.32  2.62  3.31  0.41
H  -3.93  -0.36  5.13  0.26
H  -1.78  -1.61  5.26  0.33
H  -0.07  -1.26  3.48  0.56
H  -0.60  0.23  1.56  0.89

As for the spin multiplicity: 1. As for the gap between HOMO and LUMO: 3.50 eV. The value obtained for the energy relative to the best compared isomer or geometry (same formula, charge and spin) is 0.00 kcal/mol. Its charge is -2.



No. 4
Density functional theory data (the ωB97M-V functional and the def2-TZVPD basis) for a structure of composition C44H35MnN4O3PS3.

Last column: Mulliken charge in e.
Cartesian coordinates (Å):
Mn  -1.54  -1.01  0.65  -0.89
O  -7.17  -4.02  -1.51  -0.72
C  -6.11  -4.65  -1.30  0.28
O  -5.80  -5.85  -1.35  -0.72
C  -4.91  -3.72  -0.90  -0.67
C  -5.09  -2.34  -0.82  -0.73
C  -4.05  -1.55  -0.39  0.24
N  -2.88  -2.10  -0.03  1.21
C  -2.68  -3.42  -0.12  0.02
C  -3.68  -4.26  -0.56  -0.68
C  -1.32  -3.80  0.32  0.86
C  -0.79  -5.07  0.23  -0.96
C  0.51  -5.28  0.65  -0.65
C  1.24  -4.22  1.16  -1.07
C  0.64  -2.98  1.23  -0.47
N  -0.61  -2.77  0.81  0.74
C  -4.04  -0.07  -0.24  0.53
C  -5.09  0.75  -0.59  -0.86
C  -4.95  2.12  -0.44  -0.57
C  -3.76  2.63  0.05  -0.80
C  -2.75  1.75  0.39  -0.25
N  -2.89  0.43  0.25  0.56
H  -6.06  -1.93  -1.09  0.72
H  -3.56  -5.33  -0.63  0.70
H  -1.39  -5.87  -0.17  0.51
H  0.96  -6.27  0.59  0.48
H  2.27  -4.34  1.49  0.53
H  1.17  -2.13  1.64  0.83
H  -6.00  0.32  -0.98  0.49
H  -5.76  2.79  -0.70  0.45
H  -3.60  3.70  0.17  0.49
H  -1.80  2.09  0.77  0.47
C  -3.97  -2.66  2.90  -1.03
C  -2.90  -1.73  3.36  0.52
C  -2.63  -1.33  4.64  -0.87
C  -1.53  -0.42  4.59  -1.15
C  -1.19  -0.28  3.28  0.36
C  -0.12  0.54  2.62  -0.44
N  -2.02  -1.07  2.51  0.79
H  -4.53  -3.02  3.76  0.41
H  -3.56  -3.54  2.38  0.13
H  -4.68  -2.18  2.22  0.15
H  -3.16  -1.67  5.52  0.47
H  -1.04  0.08  5.42  0.51
H  0.87  0.27  2.96  0.37
H  -0.24  1.61  2.81  0.32
H  -0.10  0.43  1.52  -0.41
S  3.54  0.03  1.43  -0.41
P  2.98  -0.71  -0.31  0.53
S  -0.42  -0.66  -1.36  -0.46
C  3.71  -2.38  -0.54  0.55
C  3.22  -3.17  -1.58  -0.42
C  3.71  -4.45  -1.78  -0.68
C  4.69  -4.96  -0.93  -0.51
C  5.18  -4.17  0.11  -0.60
C  4.68  -2.89  0.31  -0.40
C  3.68  0.27  -1.69  0.79
C  3.08  0.19  -2.94  -0.09
C  3.61  0.88  -4.02  -0.67
C  4.74  1.67  -3.85  -0.51
C  5.33  1.77  -2.59  -0.62
C  4.80  1.07  -1.51  -0.57
H  2.45  -2.78  -2.24  0.30
H  3.32  -5.06  -2.59  0.42
H  5.08  -5.96  -1.08  0.40
H  5.95  -4.56  0.76  0.42
H  5.06  -2.28  1.12  0.35
H  2.17  -0.40  -3.07  0.16
H  3.14  0.81  -4.99  0.41
H  5.17  2.20  -4.69  0.39
H  6.21  2.39  -2.45  0.42
H  5.26  1.16  -0.53  0.36
C  0.72  9.88  -0.49  -1.08
C  0.65  8.39  -0.30  0.74
O  -0.36  7.75  -0.31  -0.51
S  2.30  7.67  -0.05  -0.25
C  1.93  5.94  -0.17  0.12
C  2.40  5.22  -1.26  -0.67
C  2.01  3.90  -1.45  -0.55
C  1.13  3.30  -0.55  0.50
C  0.73  4.01  0.58  -0.01
C  1.13  5.32  0.78  -0.85
C  0.62  1.97  -0.81  0.23
C  0.16  0.88  -1.01  0.02
H  -0.19  10.34  -0.11  0.31
H  0.78  10.08  -1.56  0.28
H  1.60  10.31  -0.01  0.36
H  3.07  5.70  -1.97  0.43
H  2.36  3.34  -2.31  0.43
H  0.10  3.53  1.32  0.28
H  0.81  5.86  1.66  0.45

As for the spin multiplicity: 2. As for the gap between HOMO and LUMO (spin up / spin down): 5.84 / 5.61 eV. The expectation value of S² is 0.76. Its charge is 0.